1.
{"formula": "C2H15NO5", "method": "ωB97M-V/def2-TZVPD", "species": ["C", "C", "N", "H", "H", "H", "H", "H", "H", "H", "O", "H", "H", "O", "H", "H", "O", "H", "H", "O", "H", "H", "O"], "xyz": [[-1.8565, -0.3355, 1.4161], [-0.8068, 1.3761, 2.6410], [-1.2642, 0.9910, 1.5130], [-2.0291, -0.7576, 2.3495], [-1.0544, -1.0393, 1.0209], [-2.7925, -0.2575, 0.6751], [-0.5029, 2.4650, 2.6847], [-1.0652, 0.9032, 3.4849], [-1.4743, 3.4880, 0.5258], [-0.0830, 3.3784, 0.7530], [-0.6984, 4.0263, 0.7332], [1.2497, -3.5929, -0.6010], [0.4262, -2.2472, -0.4570], [0.4434, -3.1351, -0.1368], [0.6015, 1.8763, -1.4150], [-0.3922, 0.6704, -0.8931], [0.1357, 0.9864, -1.5980], [3.5016, -1.1556, -1.2082], [2.0251, -1.7647, -1.3420], [2.6839, -1.3798, -0.7125], [0.7295, -2.1883, -3.4361], [0.8313, -0.7489, -2.9498], [1.3916, -1.5585, -3.0476]], "forces_ev_per_angstrom": [[0.12, 0.81, -3.25], [-0.15, 3.39, -3.51], [0.14, -0.21, -0.34], [-1.11, -0.72, 1.91], [-0.87, 0.67, -0.37], [2.13, -0.56, 1.84], [0.17, -1.45, 0.22], [-0.48, -1.92, 3.49], [-0.22, 0.20, 0.02], [3.60, -3.17, 0.16], [-3.34, 2.93, -0.24], [-2.16, 1.50, 1.25], [0.07, 1.12, -0.43], [1.76, -2.82, -0.61], [-1.33, -2.16, 0.21], [-0.64, 0.13, 1.68], [1.96, 1.95, -2.03], [-1.13, -0.31, 0.14], [1.21, 0.80, -0.04], [0.54, -0.20, 0.03], [0.85, 0.51, 0.42], [0.58, -0.27, 0.26], [-1.68, -0.23, -0.80]], "e_tot_ha": -516.0391, "spin_multiplicity": 2, "total_charge": -1, "e_homo_ev": [0.787, -6.747], "fmax_ev_per_a": 4.9}

***

2.
{"formula": "C2H15NO5", "method": "ωB97M-V/def2-TZVPD", "species": ["C", "C", "N", "H", "H", "H", "H", "H", "H", "H", "O", "H", "H", "O", "H", "H", "O", "H", "H", "O", "H", "H", "O"], "xyz": [[1.7853, 1.7087, -1.2551], [0.5618, 1.2438, -0.9619], [-0.3330, 2.1988, -0.1763], [2.1062, 2.7623, -1.2192], [2.5802, 1.0052, -1.4636], [0.1124, 0.3241, -1.3567], [-1.2784, 1.9045, -0.4105], [-0.1849, 1.8749, 0.7754], [1.4025, -2.6174, -0.8944], [1.5205, -1.5043, 0.2449], [1.0513, -2.3153, -0.0537], [0.9114, 0.2233, 1.8065], [2.0332, 0.5334, 0.8131], [1.7241, -0.1536, 1.4173], [-0.4638, -1.9788, 0.2999], [-1.9632, -2.4606, 0.4696], [-1.4215, -1.6718, 0.3767], [-2.1897, 0.4894, -1.9626], [-2.3727, -0.8320, -1.1860], [-2.3065, -0.4566, -2.0790], [-1.2092, -0.2125, 1.5162], [-1.2645, -0.2743, 2.9968], [-0.8015, 0.2088, 2.3026]], "forces_ev_per_angstrom": [[0.08, -0.39, 0.23], [-0.61, 2.79, 0.35], [0.94, -2.15, -1.79], [-0.50, -0.61, 0.67], [-0.05, -0.09, -0.89], [0.50, -0.04, 0.68], [-0.16, 0.31, 0.33], [-0.26, 0.38, 0.20], [0.01, 0.14, -0.02], [-0.11, -0.25, 0.17], [0.31, -0.04, 0.09], [0.05, -0.50, 0.17], [0.08, 0.03, 0.08], [0.31, 0.30, -0.13], [-0.77, 0.08, -0.32], [0.09, -0.04, 0.10], [0.14, -0.06, 0.11], [-0.12, 0.01, -0.01], [0.36, 0.12, -0.15], [-0.13, -0.06, -0.02], [0.32, -0.04, 0.06], [0.31, 0.21, 0.31], [-0.80, -0.08, -0.22]], "e_tot_ha": -516.1187, "e_homo_ev": -9.443, "fmax_ev_per_a": 3.0}

***

3.
{"formula": "C2H15NO5", "method": "ωB97M-V/def2-TZVPD", "species": ["C", "O", "C", "N", "H", "H", "H", "H", "H", "H", "H", "H", "H", "O", "H", "H", "O", "H", "H", "O", "H", "H", "O"], "xyz": [[1.5501, -2.2192, 0.5937], [0.8289, -1.7925, 1.7443], [0.5419, -2.0279, -0.5578], [0.1411, -0.6154, -0.7159], [2.3361, -1.5525, 0.3141], [1.9340, -3.2415, 0.7543], [0.5592, -2.5826, 2.2476], [0.7949, -2.4035, -1.5661], [-0.2700, -2.7846, -0.2237], [-0.3405, -0.2012, 0.1391], [0.9566, -0.0766, -0.9731], [-0.8264, 0.3697, -3.0950], [-1.2661, -0.5707, -1.9843], [-1.5131, -0.0936, -2.8246], [2.4025, 1.9108, -0.0430], [1.4250, 1.3036, 0.8758], [1.4165, 1.7534, 0.1105], [-1.0665, 3.8094, 0.7279], [-0.7298, 4.0416, 2.1256], [-1.0646, 4.4661, 1.3467], [-2.3075, 0.3092, -0.1671], [-3.0461, 1.4422, 0.5237], [-2.4563, 0.7560, 0.6474]], "forces_ev_per_angstrom": [[-1.10, -0.35, -0.92], [0.44, -0.28, 0.82], [-1.30, -1.87, 0.40], [-1.26, -1.04, 1.63], [1.04, 0.56, 0.73], [-0.12, 0.37, -0.45], [0.20, 0.64, -0.37], [0.57, 0.17, 0.54], [0.37, 1.80, -0.77], [1.39, -0.83, -1.35], [-0.26, 0.30, 0.21], [5.12, 3.24, -1.62], [0.50, 0.98, -1.29], [-5.76, -4.01, 2.43], [-2.05, -0.06, 0.13], [-0.28, -2.65, 4.51], [2.53, 2.99, -4.50], [0.00, -2.73, -2.80], [0.25, -0.19, 0.68], [-0.23, 2.87, 2.10], [-0.14, -0.22, -1.21], [-1.88, 2.07, -0.68], [1.98, -1.78, 1.78]], "e_tot_ha": -516.0828, "e_homo_ev": -9.514, "fmax_ev_per_a": 7.4}

***

4.
{"formula": "C2H15O5S", "method": "ωB97M-V/def2-TZVPD", "species": ["C", "C", "S", "H", "H", "H", "H", "H", "H", "H", "O", "H", "H", "O", "H", "H", "O", "H", "H", "O", "H", "H", "O"], "xyz": [[-0.1003, 2.9518, 0.9142], [0.5847, 1.7600, 0.3031], [-0.3023, 1.0844, -1.1426], [-0.9481, 2.6376, 1.4796], [-0.2413, 3.6880, 0.1380], [0.5299, 3.2950, 1.7442], [0.5761, 0.9584, 1.0525], [1.6272, 1.9147, 0.1119], [0.4883, 4.3455, -2.1501], [0.5097, 2.8683, -2.4337], [0.7980, 3.7039, -2.8342], [0.3025, -4.0736, 2.3634], [1.0636, -5.3946, 2.0409], [0.4367, -4.9864, 2.6726], [0.7895, -0.8858, -1.0861], [2.2285, -1.3344, -0.9768], [1.3396, -1.6645, -0.8110], [-1.9731, -0.0207, -0.2359], [-2.7482, -1.3228, -0.3614], [-2.6382, -0.5776, 0.2535], [0.4464, -2.2406, 0.7518], [-0.7366, -1.8684, 1.6468], [0.0296, -2.4571, 1.6146]], "forces_ev_per_angstrom": [[1.48, -0.24, 0.69], [-0.83, -1.57, 0.51], [0.28, 0.11, -0.36], [-1.32, -0.06, -0.41], [-0.50, 0.53, 0.21], [0.33, 0.63, -0.32], [0.08, 0.04, 0.04], [0.60, 0.45, -0.47], [0.41, -0.66, -0.93], [-0.20, -0.66, 0.04], [-0.24, 1.27, 0.86], [-0.03, 0.10, -0.22], [-0.64, 0.54, 0.55], [0.63, -0.73, -0.31], [-0.18, 0.06, 0.16], [0.04, -0.15, 0.15], [-0.03, 0.16, -0.25], [-0.12, 0.05, 0.36], [-0.03, 0.29, 0.40], [0.24, -0.39, -0.58], [0.09, -0.03, 0.32], [-0.03, -0.09, -0.02], [-0.02, 0.33, -0.40]], "e_tot_ha": -859.6647, "total_charge": -1, "e_homo_ev": -4.234, "fmax_ev_per_a": 1.8}

***

5.
{"formula": "C2H16NO5", "method": "ωB97M-V/def2-TZVPD", "species": ["C", "C", "N", "H", "H", "H", "H", "H", "H", "H", "H", "O", "H", "H", "O", "H", "H", "O", "H", "H", "O", "H", "H", "O"], "xyz": [[0.2090, -0.8059, -2.0270], [-1.7077, 0.3638, -0.9424], [-0.6341, -0.4472, -0.8662], [-0.4604, -1.3234, -2.7671], [0.9711, -1.5776, -1.6611], [0.7634, 0.0527, -2.4342], [-1.8071, 0.8995, -1.8633], [-2.3499, 0.6804, -0.0836], [-0.2992, -0.9563, -0.0601], [1.5451, -1.9451, 2.5735], [1.7377, -1.0593, 1.2867], [1.6397, -1.9737, 1.6212], [0.2615, 3.0302, -1.9830], [-0.9289, 2.7505, -2.8807], [-0.3702, 2.3348, -2.2103], [-0.2223, 2.6562, 0.4866], [-0.2222, 1.2272, 1.2392], [-0.7115, 1.8705, 0.7277], [-0.5913, -2.7376, 1.3585], [-1.9437, -2.9687, 0.9635], [-1.3627, -2.1822, 1.1744], [2.0704, 1.4306, 1.5430], [2.9424, 0.4135, 2.5251], [2.2574, 0.5552, 1.8719]], "forces_ev_per_angstrom": [[-0.46, -1.04, 0.92], [-2.39, -0.26, 0.08], [2.68, -0.98, -0.40], [0.81, 0.63, 0.12], [-1.01, 1.03, -0.53], [-0.39, -0.27, -0.17], [-0.25, -0.10, 0.03], [1.03, -0.87, -1.03], [-1.11, 0.46, 0.06], [-0.03, 0.37, 0.07], [-0.04, -0.47, 0.71], [-0.08, -0.49, -0.76], [-0.01, -0.10, -0.14], [0.04, -0.10, 0.07], [0.53, 0.98, -0.38], [0.51, -0.16, 0.30], [0.53, 0.21, 0.04], [-0.49, 0.82, 0.66], [0.76, 0.77, 0.22], [0.08, 1.74, 0.06], [-0.84, -2.72, 0.11], [0.73, 0.50, 0.50], [0.19, 0.94, -0.05], [-0.80, -0.88, -0.50]], "e_tot_ha": -516.6072, "spin_multiplicity": 2, "e_homo_ev": [-4.219, -8.689], "fmax_ev_per_a": 2.9}

***

6.
{"formula": "C2H16NO5", "method": "ωB97M-V/def2-TZVPD", "species": ["C", "C", "N", "H", "H", "H", "H", "H", "H", "H", "H", "O", "H", "H", "O", "H", "H", "O", "H", "H", "O", "H", "H", "O"], "xyz": [[-0.5051, 0.3074, -1.5932], [0.2514, 2.2530, -0.1401], [-0.4941, 1.2856, -0.4398], [-0.7628, 0.8481, -2.5316], [-1.2197, -0.4301, -1.2494], [0.4307, -0.0911, -1.9897], [1.0387, 2.6939, -0.7410], [0.2789, 2.7831, 0.8121], [-1.3233, 1.0645, 0.1462], [-2.8547, -2.1643, 1.7183], [-1.7560, -1.9831, 0.6767], [-2.4969, -1.4951, 1.1107], [2.6553, 2.2894, -1.0828], [3.7191, 1.0413, -1.1070], [3.1289, 1.6300, -1.5985], [1.8029, 0.0542, 0.7943], [2.1704, -1.0742, -0.1092], [2.0356, -0.1140, -0.1317], [-1.3240, -0.2856, 1.7563], [-2.5475, 0.4208, 2.3924], [-1.7348, 0.5820, 1.8906], [-0.7716, -3.6109, 0.3720], [0.4859, -3.1788, 0.8151], [-0.2072, -2.8259, 0.2293]], "forces_ev_per_angstrom": [[-0.08, 1.57, -1.24], [0.75, 0.85, 0.75], [-0.21, -0.89, -1.30], [-0.98, -0.17, 0.83], [0.04, -0.24, -0.65], [0.35, -0.12, 1.35], [-0.26, -0.65, -0.84], [-1.23, -0.25, 0.13], [0.40, 0.33, 1.05], [-0.20, 0.24, -0.16], [-0.60, 0.40, 0.32], [0.27, -1.94, -0.55], [0.28, 0.60, 0.90], [0.70, -0.19, 0.88], [-0.36, -0.82, -1.63], [0.30, 0.37, 0.15], [0.40, -0.14, -0.53], [-0.27, -0.08, 0.30], [-0.74, 0.05, 0.53], [0.21, -0.03, -0.23], [1.03, 1.48, 0.06], [-0.38, 0.25, -0.86], [0.40, 0.70, -0.14], [0.20, -1.30, 0.89]], "e_tot_ha": -515.8961, "spin_multiplicity": 2, "total_charge": 2, "e_homo_ev": [-17.857, -17.289], "fmax_ev_per_a": 2.0}